# C12H26BF5NO6S2Si

A cluster of 2 separate species, C12H26BF5NO6S2Si in total (ωB97M-V/def2-TZVPD, the Open Molecules 2025 dataset).

Summary:
relative energy (zero: lowest compared OMol25 entry of this formula, charge and spin)	50.7	kcal per mole
HOMO energy	-12.4	eV
lowest unoccupied orbital energy	-3.121	eV
total charge	+1
frontier orbital gap	0.341	hartree
strongest force on any atom	8.11	eV/Å
DFT total energy	-2588.7364	Eh

Each line ends with the Löwdin charge.
CARTESIAN COORDINATES (ANGSTROEM)
C 2.457 4.368 -1.471  -0.11
O 1.732 5.393 -2.199  -0.05
B 0.909 4.855 -3.242  -0.59
O 1.193 5.300 -4.589  0.08
Si -0.464 3.554 -2.762  0.70
S -2.505 4.289 -2.871  0.55
C -3.439 3.427 -1.487  -0.17
O -3.229 3.882 -4.142  -0.38
O -2.636 5.773 -2.658  -0.37
S -0.217 1.805 -4.036  0.68
O -1.326 1.635 -5.053  -0.32
O 1.072 1.963 -4.827  -0.34
C -0.240 0.258 -2.987  -0.37
F -0.694 0.605 -1.681  0.00
F -1.120 -0.715 -3.499  0.09
C 1.178 -0.457 -2.801  -0.36
F 0.928 -1.635 -2.033  0.07
F 2.085 0.333 -2.086  0.11
F 1.735 -0.922 -4.003  0.13
H 1.860 4.165 -0.507  0.10
H 2.620 3.398 -2.055  0.10
H 3.502 4.714 -1.142  0.12
H 2.094 4.935 -4.762  0.12
H -0.219 3.146 -1.381  0.00
H -2.829 2.515 -1.149  0.04
H -4.440 3.043 -1.882  0.09
H -3.541 4.099 -0.570  0.08
C -0.754 -0.552 1.123  -0.09
C 0.557 -1.321 1.225  -0.22
C 0.417 -2.830 1.367  -0.09
N -0.180 -3.349 2.692  -0.23
C -1.585 -3.854 2.431  0.02
C 0.680 -4.515 3.209  -0.10
C 1.789 -3.823 3.968  -0.15
C 1.080 -2.698 4.699  -0.14
C -0.170 -2.383 3.883  -0.09
H -1.447 -0.772 1.938  0.06
H -0.553 0.523 1.148  0.09
H -1.265 -0.773 0.184  0.07
H 1.183 -0.915 2.025  0.12
H 1.116 -1.130 0.303  0.10
H 1.414 -3.272 1.269  0.13
H -0.189 -3.238 0.554  0.14
H -1.527 -4.655 1.694  0.11
H -2.186 -3.027 2.058  0.11
H -2.000 -4.241 3.363  0.11
H 0.058 -5.113 3.881  0.14
H 1.014 -5.124 2.369  0.14
H 2.535 -3.412 3.282  0.12
H 2.307 -4.496 4.653  0.13
H 1.722 -1.820 4.810  0.12
H 0.791 -3.011 5.706  0.13
H -0.212 -1.347 3.562  0.11
H -1.063 -2.581 4.480  0.14